C39H37N13O2SSn | the ωB97M-V functional and the def2-TZVPD basis

The lowest unoccupied orbital energy comes out at -7.37 eV. The calculation puts the highest occupied orbital energy at -12.356 eV. The value obtained for the energy above the lowest of the compared OMol25 structures with the same formula, charge and spin is 112.6 kcal per mole. The calculation puts the electronic energy at -2982.54484 Ha. The net charge is +2.

Geometry (Å):
Sn  -1.550  -0.719  0.590
C  -0.071  -1.826  -3.935
C  -1.000  -2.188  -2.824
N  -0.683  -2.772  -1.740
C  1.730  -2.047  -1.342
C  2.494  -2.761  -2.496
N  2.121  -2.083  -3.756
C  2.364  -1.997  0.028
C  3.588  -2.587  0.294
C  4.092  -2.542  1.594
C  3.319  -1.913  2.560
C  2.077  -1.393  2.212
N  1.605  -1.431  0.967
C  1.202  -0.798  3.262
C  1.737  0.025  4.251
N  0.997  0.534  5.227
C  -0.287  0.203  5.226
C  -0.832  -0.597  4.229
N  -0.097  -1.091  3.242
C  5.392  -3.161  1.935
C  6.255  -2.562  2.845
C  7.457  -3.188  3.136
N  7.836  -4.341  2.597
C  7.007  -4.910  1.730
C  5.786  -4.366  1.365
H  -0.624  -1.412  -4.772
H  -2.043  -1.903  -2.928
H  3.567  -2.896  -2.395
H  4.182  -3.046  -0.482
H  3.653  -1.881  3.587
H  2.785  0.299  4.238
H  -0.897  0.581  6.036
H  -1.888  -0.842  4.231
H  6.017  -1.612  3.302
H  8.149  -2.738  3.837
H  7.332  -5.854  1.308
H  5.146  -4.897  0.672
S  -2.077  1.155  -1.632
C  -0.582  1.802  -2.167
N  -0.577  3.060  -2.884
N  -1.703  3.548  -3.032
C  -1.964  4.766  -3.702
C  -3.277  5.219  -3.667
C  -3.581  6.411  -4.304
C  -2.579  7.115  -4.959
C  -1.270  6.639  -4.983
C  -0.946  5.455  -4.351
N  0.629  1.382  -2.110
N  0.914  0.296  -1.363
C  1.240  -0.770  -1.965
C  0.606  -3.137  -1.383
C  1.643  -4.043  -2.489
C  0.944  -4.120  -3.683
C  1.061  -2.874  -4.410
C  1.176  -0.996  -3.444
H  -2.500  2.986  -2.631
H  -4.043  4.650  -3.157
H  -4.594  6.786  -4.291
H  -2.820  8.041  -5.461
H  -0.503  7.196  -5.501
H  0.061  5.064  -4.360
H  0.580  -3.784  -0.509
H  1.951  -4.958  -1.997
H  0.278  -4.925  -3.963
H  1.116  -2.953  -5.494
H  1.333  -0.085  -4.020
C  -5.110  -3.110  0.846
C  -4.523  -1.727  1.060
C  -5.417  -0.633  0.497
O  -3.248  -1.680  0.440
H  -6.068  -3.208  1.356
H  -4.434  -3.873  1.229
H  -5.268  -3.289  -0.218
H  -4.411  -1.561  2.139
H  -5.650  -0.835  -0.550
H  -4.916  0.333  0.559
H  -6.354  -0.572  1.050
C  -3.831  2.665  3.347
N  -2.444  2.830  2.910
C  -1.686  3.880  3.315
C  -0.410  4.033  2.901
C  0.090  3.038  2.011
N  -0.646  1.999  1.639
C  -1.894  1.872  2.090
O  -2.619  0.890  1.781
N  1.326  3.117  1.511
H  -4.111  3.538  3.930
H  -3.928  1.767  3.953
H  -4.478  2.572  2.479
H  -2.167  4.578  3.986
H  0.189  4.866  3.231
H  1.939  3.879  1.738
H  1.629  2.414  0.857

Charges per atom according to Löwdin partitioning, unit e:
1. Sn 1.23
2. C -0.04
3. C -0.07
4. N 0.11
5. C -0.19
6. C -0.12
7. N 0.05
8. C -0.19
9. C 0.06
10. C -0.12
11. C 0.06
12. C -0.19
13. N 0.16
14. C -0.21
15. C -0.07
16. N 0.11
17. C -0.10
18. C -0.11
19. N 0.09
20. C -0.18
21. C -0.01
22. C -0.12
23. N 0.08
24. C -0.12
25. C -0.01
26. H 0.15
27. H 0.13
28. H 0.15
29. H 0.11
30. H 0.13
31. H 0.12
32. H 0.11
33. H 0.12
34. H 0.11
35. H 0.12
36. H 0.11
37. H 0.11
38. S 0.59
39. C -0.79
40. N 0.15
41. N 0.04
42. C -0.21
43. C 0.00
44. C -0.04
45. C -0.03
46. C -0.04
47. C 0.00
48. N 0.04
49. N 0.10
50. C -0.19
51. C -0.07
52. C -0.04
53. C 0.16
54. C -0.15
55. C -0.12
56. H 0.05
57. H 0.12
58. H 0.12
59. H 0.12
60. H 0.12
61. H 0.12
62. H 0.17
63. H 0.17
64. H 0.17
65. H 0.17
66. H 0.16
67. C -0.06
68. C -0.55
69. C -0.06
70. O -0.49
71. H 0.08
72. H 0.08
73. H 0.08
74. H 0.13
75. H 0.08
76. H 0.05
77. H 0.09
78. C 0.02
79. N -0.03
80. C -0.02
81. C 0.02
82. C -0.36
83. N 0.17
84. C -0.53
85. O -0.18
86. N 0.19
87. H 0.10
88. H 0.10
89. H 0.10
90. H 0.14
91. H 0.12
92. H 0.12
93. H 0.11